1.
CH2NO4S | ωB97M-V with the def2-TZVPD basis set

Structure (ORCA input):
```
! RIJCOSX wB97M-V def2-TZVPD def2/J DEFGRID3
* xyz -1 1
C 0.2022 0.0054 -0.1540
N 1.4663 0.2768 -0.1680
O 1.6303 1.6898 3.0976
O 2.0772 0.6317 -1.1916
O 2.1585 0.1627 0.9519
O 1.7212 -0.7227 3.4348
S 1.1718 0.3793 2.6543
H -0.3499 0.1030 -1.0688
H -0.2736 -0.3305 0.7443
*
```

The calculated total energy comes out at -21582.930 eV. Its energy above the lowest of the compared OMol25 structures with the same formula, charge and spin is 363.0 kJ/mol.

---

2.
C19H39Cl12INO | ωB97M-V with the def2-TZVPD basis set

Structure (ORCA input):
```
! RIJCOSX wB97M-V def2-TZVPD def2/J DEFGRID3
* xyz 1 1
C 2.6794 -3.6919 -0.4134
C 2.7421 -3.1344 -1.9032
C 1.5624 -2.1287 -2.2848
C 1.2711 -1.0133 -1.1937
N -0.2025 -0.8931 -0.8360
I -0.5935 0.9338 0.0618
C -0.7254 -2.0840 -0.0820
C -2.1026 -2.5629 -0.9293
C -2.3629 -4.2168 -0.9062
O -1.8355 -3.3326 -2.1568
H 3.5190 -4.4569 -0.2991
H 2.8972 -2.8870 0.3583
H 1.7258 -4.2571 -0.1697
H 3.7686 -2.6667 -2.0566
H 2.7042 -4.0469 -2.5851
H 0.6313 -2.7538 -2.5064
H 1.8482 -1.6692 -3.2893
H 1.8600 -1.1137 -0.2373
H 1.5417 -0.0037 -1.6515
H -0.6934 -0.8876 -1.7511
H -1.0703 -1.8694 0.9681
H -0.0078 -2.9455 -0.1841
H -3.0458 -1.8636 -0.8666
H -1.7991 -5.0379 -1.4303
H -1.6135 -4.2376 -0.0053
Cl -4.2037 -0.3204 1.4530
C -5.0276 -1.7325 2.1605
C -4.2896 -2.2470 3.3737
Cl -2.7256 -2.9748 2.9218
H -5.1163 -2.4991 1.3902
H -6.0327 -1.4123 2.4379
H -4.8747 -3.0238 3.8677
H -4.1014 -1.4525 4.0966
Cl -1.5809 2.0078 6.3965
C -1.6735 1.5594 4.6764
C -1.3939 0.0880 4.4542
Cl 0.3082 -0.3295 4.7758
H -0.9738 2.1883 4.1244
H -2.6845 1.7980 4.3408
H -1.5918 -0.1735 3.4127
H -2.0217 -0.5398 5.0876
Cl -2.5246 3.7460 1.4920
C -2.3929 4.7978 0.0566
C -3.4748 4.5124 -0.9624
Cl -3.2633 2.9227 -1.7404
H -1.3984 4.6670 -0.3674
H -2.4793 5.8263 0.4096
H -3.4405 5.2603 -1.7556
H -4.4679 4.5381 -0.5132
Cl 0.3765 -3.8118 2.4376
C 0.4145 -4.7307 3.9650
C 1.7742 -5.3407 4.2286
Cl 2.1545 -6.6510 3.0837
H -0.3655 -5.4911 3.9211
H 0.1617 -4.0294 4.7620
H 1.7955 -5.7767 5.2282
H 2.5672 -4.5951 4.1649
Cl 1.0343 6.0394 -0.1115
C 1.8881 4.8581 -1.1365
C 1.5338 5.0077 -2.6006
Cl -0.1513 4.5266 -2.9399
H 1.6534 3.8586 -0.7676
H 2.9560 5.0315 -0.9959
H 2.1710 4.3645 -3.2011
H 1.6667 6.0332 -2.9425
Cl 4.0708 5.6129 -4.0696
C 4.9307 4.4326 -5.0919
C 4.5770 4.5837 -6.5555
Cl 2.8956 4.0999 -6.8901
H 4.6972 3.4328 -4.7246
H 5.9979 4.6074 -4.9482
H 5.2185 3.9402 -7.1590
H 4.7081 5.6111 -6.8956
*
```

The calculated total energy comes out at -182231.018 eV.

---

3.
C19H27FN4O2 | ωB97M-V with the def2-TZVPD basis set

Structure (ORCA input):
```
! RIJCOSX wB97M-V def2-TZVPD def2/J DEFGRID3
* xyz 0 1
C 4.5388 -2.1291 -3.9847
O 3.6837 -2.9982 -3.2727
C 2.9073 -2.5195 -2.2705
C 2.1000 -3.4683 -1.6338
C 1.2566 -3.1316 -0.6007
C 1.1768 -1.8127 -0.1452
C 0.2956 -1.4471 0.9476
N -0.8102 -2.1700 1.2625
N -1.4644 -1.6880 2.3109
C -0.7762 -0.6333 2.7017
C 0.3444 -0.4149 1.8837
C 1.3483 0.6755 2.0504
N 1.3426 1.6340 0.9483
C 2.3147 2.6824 1.1638
C 0.0239 2.1089 0.5650
C -0.7665 2.8675 1.6376
C -2.0503 3.5321 1.1101
N -3.1336 2.6888 0.6543
C -3.0609 2.1735 -0.6964
C -4.4551 1.6706 -1.0807
O -4.8849 0.6542 -0.2059
C -4.9140 1.1227 1.1230
C -3.5432 1.6393 1.5663
C 1.9752 -0.8559 -0.7643
C 2.8173 -1.2089 -1.7997
F 3.5586 -0.2080 -2.3466
H 3.9796 -1.3429 -4.4982
H 5.2871 -1.6734 -3.3314
H 5.0374 -2.7572 -4.7213
H 2.1668 -4.4859 -1.9845
H 0.6736 -3.9089 -0.1302
H -1.1762 -2.9684 0.7692
H -1.0909 -0.0717 3.5595
H 2.3550 0.2405 2.0814
H 1.1667 1.1706 3.0198
H 2.1537 3.2483 2.0934
H 2.2855 3.3735 0.3231
H 3.3079 2.2339 1.2093
H 0.1576 2.7524 -0.3100
H -0.5403 1.2280 0.2508
H -0.1398 3.6630 2.0480
H -1.0228 2.1885 2.4514
H -2.4589 4.1439 1.9241
H -1.7956 4.2040 0.2859
H -2.7582 2.9747 -1.3731
H -2.3545 1.3326 -0.7992
H -4.4495 1.2328 -2.0806
H -5.1627 2.5130 -1.0509
H -5.2244 0.2766 1.7381
H -5.6509 1.9355 1.2120
H -3.6198 2.0522 2.5740
H -2.8365 0.7925 1.5775
H 1.9343 0.1770 -0.4496
*
```

The calculated total energy comes out at -32912.503 eV. The structure (SMILES) is COc1ccc(-c2[nH]ncc2CN(C)CCCN2CCOCC2)cc1F. Its energy above the lowest of the compared OMol25 structures with the same formula, charge and spin is 19.2 kJ/mol.

---

4.
C5H14NS | ωB97M-V with the def2-TZVPD basis set

Structure (ORCA input):
```
! RIJCOSX wB97M-V def2-TZVPD def2/J DEFGRID3
* xyz 0 2
C 0.2990 3.2717 1.9305
C 0.1464 3.0260 0.4358
C -0.4103 1.6337 0.1083
S 0.7281 0.3520 0.6057
H -0.6518 3.1459 2.4495
H 0.6822 4.2668 2.1349
H 0.9812 2.5366 2.3656
H -0.4936 3.7957 0.0070
H 1.1177 3.0943 -0.0549
H -0.5718 1.5904 -0.9696
H -1.3911 1.4923 0.5617
C 0.9030 -2.5833 -1.6391
N -0.4703 -3.0691 -1.5423
C -0.9595 -2.8657 -0.1835
H 0.9028 -1.5363 -1.3241
H 1.5924 -3.1057 -0.9585
H 1.2914 -2.6439 -2.6528
H -0.4987 -4.0600 -1.7481
H -0.3305 -3.3794 0.5549
H -2.0000 -3.1652 -0.0975
H -0.8666 -1.7967 0.0166
*
```

The calculated total energy comes out at -17735.675 eV. As for the expectation value of S²: 0.75. Its energy above the lowest of the compared OMol25 structures with the same formula, charge and spin is 42.2 kJ/mol.

---

5.
C5H8O3 | ωB97M-V with the def2-TZVPD basis set

Structure (ORCA input):
```
! RIJCOSX wB97M-V def2-TZVPD def2/J DEFGRID3
* xyz 0 1
C -1.5688 0.2260 1.0011
C -0.4545 1.0881 0.4224
O -0.7595 1.4232 -0.9231
C 0.8787 0.4093 0.4763
C 1.3458 -0.6050 -0.2631
O 2.6078 -1.1165 0.0036
C 0.5788 -1.2763 -1.3482
O 1.0444 -2.2799 -1.8838
H -1.8000 -0.6227 0.3476
H -1.3127 -0.1566 1.9941
H -2.4926 0.8089 1.0824
H -0.3862 2.0252 0.9874
H -1.5363 2.0094 -0.9022
H 1.5447 0.7913 1.2490
H 2.7071 -1.8702 -0.6177
H -0.3967 -0.8543 -1.6258
*
```

The calculated total energy comes out at -11456.082 eV. The structure (SMILES) is C[C@H](O)/C=C(/O)C=O. Its energy above the lowest of the compared OMol25 structures with the same formula, charge and spin is 138.7 kJ/mol.

---

6.
C6H16 | ωB97M-V with the def2-TZVPD basis set

Structure (ORCA input):
```
! RIJCOSX wB97M-V def2-TZVPD def2/J DEFGRID3
* xyz 0 1
C 0.6761 -1.8556 1.3026
C 1.0180 -1.8621 -0.1809
C 0.5157 -3.1878 -0.8667
H -0.3128 -2.2405 1.5376
H 1.4794 -2.2818 1.9010
H 0.5216 -0.8486 1.7081
H 2.0990 -1.8705 -0.2853
H 0.6206 -1.0261 -0.7516
H 1.3637 -3.7288 -1.2995
H -0.0562 -2.9144 -1.7549
H 0.0443 -3.8459 -0.1433
C 0.1003 3.2956 -0.3197
C -1.0341 2.3222 -0.5899
C -1.3047 1.3441 0.5657
H 1.0166 2.7533 -0.0478
H -0.1072 4.0606 0.4247
H 0.3868 3.8339 -1.2263
H -1.9339 2.9497 -0.5933
H -1.0287 1.8730 -1.5671
H -2.3474 1.0980 0.7447
H -0.7558 0.4167 0.3593
H -0.8042 1.6868 1.4632
*
```

The calculated total energy comes out at -6480.863 eV. The structure (SMILES) is CCC.CCC. Its energy above the lowest of the compared OMol25 structures with the same formula, charge and spin is 76.6 kJ/mol.

---

7.
C6H13NO3 | ωB97M-V with the def2-TZVPD basis set

Structure (ORCA input):
```
! RIJCOSX wB97M-V def2-TZVPD def2/J DEFGRID3
* xyz 0 1
C -2.9168 1.9594 -0.0451
C -2.2156 0.7385 -0.6150
C -1.8847 -0.3165 0.4230
C -3.0549 -0.8183 1.1759
C -1.2379 -1.5772 -0.3203
C 0.1821 -1.0037 -0.8128
O 0.3864 -0.3538 0.3802
O 3.1212 0.2644 -1.1437
N 3.5453 0.2383 0.0065
O 4.6363 0.3860 0.5258
H -3.1276 2.6760 -0.8424
H -3.8718 1.6581 0.4065
H -2.3221 2.4666 0.7235
H -2.8508 0.1993 -1.3242
H -1.3153 1.0398 -1.1811
H -1.1655 0.1353 1.1544
H -3.6892 -1.2724 0.4077
H -2.7164 -1.5992 1.8760
H -3.5712 -0.0337 1.7271
H -0.9992 -2.2538 0.4920
H -1.9679 -2.0944 -1.0020
H 0.8122 -1.8735 -1.1203
H 0.1158 -0.3794 -1.7401
*
```

The calculated total energy comes out at -14058.536 eV. Its energy above the lowest of the compared OMol25 structures with the same formula, charge and spin is 780.9 kJ/mol.

---

8.
C23H46F9N10O4Si3Sn | ωB97M-V with the def2-TZVPD basis set

Structure (ORCA input):
```
! RIJCOSX wB97M-V def2-TZVPD def2/J DEFGRID3
* xyz -1 1
Sn -0.6057 -0.5379 1.2048
C 0.0532 -3.4650 2.7186
O 0.5300 -2.2098 2.3758
Si 1.7920 -1.2604 3.1495
C 2.1253 -2.2212 4.7112
C 3.3497 -1.4966 2.0712
C 1.0916 0.4403 3.0833
Si 0.0968 0.8942 4.5614
C -1.4109 1.9664 4.1537
C -0.7918 -0.4984 5.4931
C 1.1877 1.9061 5.7088
Si 2.0284 1.8459 2.2552
C 2.1535 1.6930 0.3266
C 1.2204 3.4634 2.3207
C 3.7990 2.1267 2.8558
H -0.9189 -3.5980 2.2402
H -0.0850 -3.5786 3.7845
H 0.8370 -4.2244 2.3987
H 2.3188 -3.2425 4.2626
H 1.2172 -2.4076 5.3660
H 3.0045 -1.9189 5.2770
H 3.8887 -2.3011 2.4496
H 4.0075 -0.6480 2.2073
H 3.0722 -1.6006 1.0032
H -1.0176 2.8970 3.7217
H -1.8905 2.2229 5.0439
H -2.1843 1.6091 3.4859
H -1.8461 -0.1762 5.4099
H -0.4811 -0.6118 6.5827
H -0.7145 -1.5072 4.9874
H 1.5679 2.7713 5.1924
H 1.9987 1.2324 5.9448
H 0.6005 2.2996 6.5603
H 1.1311 1.4649 -0.0384
H 2.8281 0.9220 -0.0871
H 2.4834 2.6585 -0.0819
H 0.2316 3.2647 1.8333
H 1.5821 4.1194 1.5225
H 0.9980 4.0757 3.2218
H 4.2099 1.1733 3.1454
H 3.6404 2.6976 3.7419
H 4.5859 2.5775 2.1974
N -3.4500 0.4430 0.4996
C -3.9745 -0.5936 1.4623
C -3.2571 -0.7432 2.7493
O -3.8743 -0.7645 3.8090
O -1.9296 -0.8722 2.7137
H -4.0024 1.3408 0.4890
H -3.4086 0.0928 -0.4515
H -4.0304 -1.5454 0.9556
H -4.9813 -0.3708 1.7959
C 0.3382 1.9714 -3.0537
N -0.8704 1.3338 -2.4616
C -1.0797 0.1252 -3.2438
N -1.3231 0.4244 -4.6657
C -0.1191 1.0388 -5.1241
N 0.2052 2.2736 -4.4408
C -0.9131 3.1760 -4.5904
N -2.1515 2.6141 -4.1210
C -2.0137 2.2391 -2.6620
C -2.4070 1.3552 -4.8918
H 1.0391 1.1624 -2.8693
H 0.6179 2.8904 -2.5410
H -1.9276 -0.3820 -2.7830
H -0.1790 -0.5202 -3.2231
H -0.2493 1.3535 -6.2189
H 0.6514 0.2751 -4.9437
H -1.0366 3.6299 -5.6119
H -0.7085 4.0667 -4.0500
H -2.8919 1.7922 -2.2192
H -1.8436 3.1963 -2.2308
H -2.4555 1.6267 -5.9477
H -3.3426 0.8824 -4.5420
F -3.0342 -2.3678 -2.1679
C -3.1661 -3.5508 -1.5353
F -3.3564 -4.4933 -2.4859
F -4.2803 -3.5717 -0.8519
C -1.9068 -3.8139 -0.5029
O -1.5920 -2.7118 0.1432
C -0.7632 -4.3614 -1.3619
F -0.6523 -3.5451 -2.4294
F 0.4075 -4.2363 -0.7281
F -0.8905 -5.6294 -1.7123
C -2.4514 -4.9677 0.4956
F -1.3977 -5.8207 0.8470
F -2.9367 -4.4697 1.6082
F -3.3928 -5.7290 -0.0993
N 3.0664 3.0706 -5.6239
N 3.6758 1.7998 -5.9278
N 3.2633 1.0328 -6.8697
C 4.1637 0.0728 -6.8489
N 5.0725 0.2081 -5.9063
N 4.8084 1.3606 -5.2964
H 2.4039 3.1677 -6.3918
H 2.5838 2.8859 -4.7279
H 4.2595 -0.6595 -7.5764
*
```

The calculated total energy comes out at -101613.438 eV. Its energy above the lowest of the compared OMol25 structures with the same formula, charge and spin is 90.2 kJ/mol.